The following is a DFT calculation (wB97M-V/def2-TZVPD) of a structure of composition C3H3NO2 in a non-equilibrium geometry.

Properties
M	85.06	g mol⁻¹
spin multiplicity	1
total energy	-321.199419	a.u.

Each line ends with the Mulliken charge.
Atoms and positions in Å:
1 O -0.88 0.92 -0.55  -0.384
2 C 0.96 0.70 -0.68  0.603
3 H -1.90 -0.83 -0.28  0.353
4 H 0.01 -0.81 0.59  0.215
5 C -1.43 0.06 0.17  -0.413
6 N 2.18 -1.09 0.53  -0.491
7 C 1.11 -0.63 0.31  0.032
8 H -1.66 0.27 1.22  0.356
9 O 1.60 1.41 -1.31  -0.272

The following is a DFT calculation (wB97M-V/def2-TZVPD) of a cluster of 4 separate species, C3H13O3S in total in a non-equilibrium geometry.

Properties
M	129.20	g mol⁻¹
net charge	-1
spin multiplicity	1
total energy	-746.060322	a.u.

Each line ends with the Mulliken charge.
Atoms and positions in Å:
1 H 0.16 -0.90 1.37  0.141
2 H 2.72 0.36 1.30  0.301
3 O 3.35 0.94 0.81  -0.699
4 H 1.56 0.01 -1.72  0.408
5 H -2.74 0.14 1.52  0.278
6 H -0.53 -0.90 -1.67  0.197
7 C -1.67 0.29 1.33  -0.369
8 H -1.92 1.93 -0.04  0.255
9 H 0.27 -2.07 -2.56  0.237
10 H -0.98 -1.40 2.64  0.325
11 H -1.30 0.97 2.16  0.259
12 C -1.52 0.88 -0.08  -0.295
13 O 2.29 0.69 -1.72  -0.740
14 H -1.27 -1.84 0.90  0.276
15 H 1.82 1.47 -2.02  0.314
16 S -2.40 -0.07 -1.37  -0.629
17 O 0.41 -1.31 -1.97  -0.689
18 H 3.06 0.86 -0.11  0.438
19 C -0.90 -1.04 1.57  -0.916
20 H -0.40 0.95 -0.32  -0.093

The following is a DFT calculation (wB97M-V/def2-TZVPD) of a structure of composition C11H14Br12N2O3 in a non-equilibrium geometry.

Properties
M	1181.09	g mol⁻¹
spin multiplicity	1
total energy	-31650.942016	a.u.

Each line ends with the Mulliken charge.
Atoms and positions in Å:
1 H 0.59 5.01 -0.54  0.415
2 C -0.16 -4.98 -1.90  0.596
3 H 2.15 0.38 -1.19  0.480
4 Br -3.35 0.38 2.23  0.024
5 N -1.49 -5.35 -1.88  -0.360
6 Br 3.70 -3.02 4.05  -0.041
7 H -1.26 -0.49 0.44  -0.078
8 N 0.52 -5.09 -0.70  -0.353
9 C -2.72 3.18 -2.38  -0.240
10 C 1.31 1.81 0.24  0.411
11 H -1.76 3.41 -2.79  0.129
12 Br 3.58 -1.48 1.30  -0.057
13 H 1.95 5.24 -2.68  0.315
14 Br -3.30 4.80 -1.50  -0.025
15 Br -3.86 2.72 -3.86  -0.030
16 H 1.50 -4.88 -0.79  0.211
17 H 1.84 -1.75 3.05  -0.154
18 H -1.90 -5.83 -1.11  0.172
19 C -2.56 0.84 3.90  -0.442
20 Br -0.73 1.48 3.62  -0.014
21 C 1.28 3.53 -1.93  0.390
22 C 2.90 -1.55 3.13  0.126
23 Br -2.46 -0.69 5.08  -0.036
24 H 1.93 0.20 1.10  -0.314
25 Br -0.34 -2.53 1.53  -0.032
26 O 0.42 -4.64 -2.93  -0.630
27 C 1.70 2.21 -2.11  -0.694
28 Br -2.94 -2.18 -0.23  -0.039
29 H 0.05 -5.12 0.18  0.157
30 H 1.93 1.82 -3.09  0.403
31 Br 3.08 0.08 4.14  -0.010
32 C -1.14 -1.51 0.10  0.025
33 Br -0.08 -1.52 -1.51  0.079
34 C 0.96 3.13 0.43  -0.524
35 O 1.53 4.42 -2.95  -0.571
36 H 0.73 3.47 1.43  0.320
37 H -2.02 -5.13 -2.70  0.208
38 C 1.70 1.35 -1.02  -0.179
39 O 1.36 0.95 1.30  0.246
40 H -3.05 1.66 4.40  0.424
41 C 0.94 3.99 -0.66  -0.520
42 Br -2.55 1.69 -1.18  0.211

Which formula does entry 2 have?
C3H13O3S

Look up the total energy of the second one.
-746.060322 a.u.